1.
H15LiO8 as an isolated structure at a distorted geometry. Source: OMol25; level of theory: ωB97M-V/def2-TZVPD.

HOMO energy	-0.2927	hartree
E	-16826.8400	eV
ΔE to the lowest compared entry with this formula, charge and spin	3.122	eV
LUMO energy	-0.854	eV

Last column: Löwdin charge in e.
Atoms and positions in Å:
O (-2.208, 0.186, 1.312)  -0.002
O (1.931, -0.752, 0.768)  -0.049
O (-1.753, 0.863, -1.731)  -0.121
O (-0.740, -2.824, 0.493)  -0.101
O (-0.796, -0.600, -0.678)  -0.327
O (1.422, -0.620, -3.108)  -0.114
O (0.817, 2.222, 0.043)  -0.057
O (-0.095, 0.695, 2.772)  -0.030
Li (0.377, 0.406, 0.603)  0.693
H (-1.036, 0.381, -1.306)  -0.228
H (-0.451, -1.141, -1.352)  -0.001
H (-2.014, 0.379, -2.527)  0.030
H (0.083, 0.555, 3.649)  0.009
H (0.620, 3.104, 0.032)  0.011
H (1.586, 2.339, -0.605)  0.121
H (2.611, -0.391, 1.283)  0.032
H (-0.697, -1.929, 0.139)  -0.079
H (-2.334, 0.958, 0.911)  -0.042
H (-1.536, -0.283, 0.834)  -0.042
H (-1.596, -3.030, 0.941)  0.056
H (-0.161, 1.664, 2.707)  0.066
H (2.515, -0.725, -0.003)  0.067
H (1.077, -0.581, -2.105)  0.064
H (2.379, -0.876, -3.073)  0.044

---

2.
C15H31ClP2Tc as an isolated structure at a distorted geometry. Source: OMol25; level of theory: ωB97M-V/def2-TZVPD.

HOMO energy (alpha / beta)	-0.5297 / -0.5341	hartree
E	-49334.5711	eV
net charge	+2
spin multiplicity	4
ΔE to the lowest compared entry with this formula, charge and spin	0.010	eV
<S²>	3.834
LUMO energy (alpha / beta)	-8.047 / -8.168	eV

Last column: Mulliken spin population.
Atoms and positions in Å:
Tc (-0.916, 0.105, 1.960)  3.074
Cl (-0.479, 1.225, 3.973)  0.018
P (-0.177, 2.286, 1.640)  -0.049
P (0.186, -2.046, 2.450)  -0.057
C (-1.846, 0.991, -2.907)  -0.003
C (0.755, -1.165, -2.088)  0.017
C (1.196, 1.058, -3.323)  0.002
C (0.286, -2.087, 4.266)  -0.025
C (0.216, 0.739, 0.356)  -0.198
C (-0.972, -3.376, 1.963)  0.026
C (1.145, 3.492, 1.718)  0.009
C (1.674, -0.384, -2.957)  0.000
C (-1.381, -0.459, -3.226)  0.000
C (0.461, 1.774, -2.255)  0.016
C (1.816, -2.706, 1.876)  0.007
C (-0.597, -1.138, -2.160)  -0.017
C (-0.054, -0.785, 0.413)  0.180
C (-1.822, 2.931, 1.266)  0.032
C (-0.897, 1.797, -2.074)  0.007
H (-1.209, -1.858, -1.600)  -0.005
H (1.863, -0.962, -3.878)  0.001
H (2.615, -1.981, 2.094)  0.000
H (-1.789, 3.530, 0.347)  0.000
H (2.115, 1.628, -3.543)  0.001
H (2.055, -3.650, 2.394)  0.001
H (-2.130, 3.594, 2.092)  0.002
H (1.284, 0.902, 0.166)  0.023
H (2.118, 2.981, 1.698)  0.002
H (-2.300, -1.050, -3.394)  -0.001
H (1.076, 4.081, 2.647)  0.004
H (-0.824, -0.443, -4.177)  0.000
H (1.106, 2.366, -1.596)  0.000
H (1.032, -1.342, 4.548)  0.002
H (1.823, -2.914, 0.796)  -0.001
H (-0.946, -4.172, 2.725)  0.011
H (1.103, 4.198, 0.871)  -0.003
H (-0.695, -1.809, 4.649)  0.004
H (2.647, -0.336, -2.453)  -0.001
H (-0.703, -3.792, 0.979)  0.001
H (-2.813, 0.946, -2.385)  0.001
H (-2.017, 1.533, -3.855)  -0.001
H (0.574, -3.065, 4.638)  -0.001
H (-2.573, 2.121, 1.164)  -0.012
H (0.805, -1.399, 0.123)  -0.004
H (0.603, 0.990, -4.247)  0.001
H (-1.984, -2.950, 1.919)  -0.011
H (1.263, -1.989, -1.561)  -0.003
H (-0.358, 1.082, -0.524)  0.029
H (-0.994, -1.068, -0.081)  -0.077
H (-1.344, 2.579, -1.448)  -0.002

---

3.
C30H23AsIrN3O4 as an isolated structure at a distorted geometry. Source: OMol25; level of theory: ωB97M-V/def2-TZVPD.

HOMO energy (alpha / beta)	-0.6156 / -0.6146	hartree
E	-107787.3210	eV
net charge	+3
spin multiplicity	6
ΔE to the lowest compared entry with this formula, charge and spin	0.817	eV
<S²>	8.817
LUMO energy (alpha / beta)	-9.245 / -12.080	eV

Last column: Mulliken spin population.
Atoms and positions in Å:
Ir (-0.704, 0.901, -0.481)  2.374
As (0.580, -2.086, 0.795)  0.386
O (-0.163, 2.961, -0.635)  0.315
O (4.763, 6.041, 1.518)  0.033
O (3.317, 7.635, 1.268)  0.010
O (1.239, 0.950, 0.815)  0.120
N (-2.067, 0.106, 2.410)  0.025
N (3.701, 6.504, 1.219)  -0.019
N (-2.591, 1.382, 0.554)  0.118
C (-1.879, -0.678, -3.022)  0.053
C (0.177, -4.021, 0.946)  0.178
C (1.870, 3.263, 0.598)  0.061
C (1.596, 6.016, -0.002)  -0.068
C (3.881, -1.134, -2.415)  0.023
C (3.372, -2.130, -0.277)  0.003
C (0.736, 3.728, -0.185)  0.120
C (1.162, -4.971, 0.702)  0.044
C (2.027, 1.894, 0.971)  0.014
C (-1.109, -4.397, 1.320)  0.052
C (2.550, -0.783, -2.586)  0.007
C (-0.484, -6.694, 1.061)  0.143
C (2.695, 5.530, 0.725)  0.251
C (1.611, -1.115, -1.613)  0.037
C (0.656, 5.135, -0.457)  0.212
C (-0.508, -0.505, -2.904)  0.052
C (-2.000, -1.568, -0.773)  0.125
C (-0.614, -1.393, -0.623)  0.009
C (0.807, -6.312, 0.717)  0.002
C (-4.822, 2.098, 0.114)  0.016
C (-2.996, 0.760, 1.678)  0.020
C (-1.455, -5.736, 1.326)  0.001
C (4.290, -1.821, -1.278)  0.000
C (-4.362, 0.738, 2.028)  -0.002
C (2.839, 4.193, 1.018)  0.064
C (-2.617, -1.240, -1.978)  0.068
C (2.034, -1.805, -0.452)  0.037
C (-5.273, 1.386, 1.229)  0.008
C (-3.475, 2.062, -0.185)  0.001
C (0.167, -0.902, -1.725)  0.045
H (-3.072, 2.601, -1.035)  0.003
H (-1.089, 0.329, 2.260)  -0.002
H (1.525, 7.078, -0.209)  0.007
H (0.056, -0.152, -3.754)  0.013
H (-0.187, 5.481, -1.035)  -0.007
H (-4.666, 0.203, 2.914)  0.001
H (4.597, -0.871, -3.181)  0.001
H (-6.326, 1.354, 1.465)  0.000
H (-2.465, -6.024, 1.577)  0.002
H (-3.668, -1.442, -2.109)  0.005
H (-2.375, -0.414, -3.944)  0.005
H (2.976, 1.661, 1.479)  0.006
H (-2.588, -2.002, 0.027)  0.019
H (-0.720, -7.745, 1.183)  0.002
H (3.704, -2.625, 0.629)  -0.002
H (2.243, -0.261, -3.480)  0.002
H (-5.502, 2.658, -0.510)  0.001
H (3.702, 3.864, 1.582)  0.000
H (-1.839, -3.651, 1.607)  0.000
H (1.554, -7.054, 0.469)  0.004
H (2.178, -4.690, 0.461)  0.001
H (-2.318, -0.188, 3.343)  0.001
H (5.327, -2.102, -1.159)  0.000

---

4.
C16H18N6O4SSbSe4Sn as an isolated structure. Source: OMol25; level of theory: ωB97M-V/def2-TZVPD.

HOMO energy	-0.1462	hartree
E	-318609.0758	eV
net charge	-1
ΔE to the lowest compared entry with this formula, charge and spin	0.795	eV
LUMO energy	2.031	eV

Last column: Löwdin charge in e.
Atoms and positions in Å:
Sb (0.737, -6.208, 0.926)  0.124
Sn (-0.065, -2.454, -1.115)  0.680
Se (2.636, -3.044, -0.741)  0.235
Se (0.775, -7.594, -1.017)  -0.280
Se (-0.935, -4.252, 0.483)  -0.196
Se (3.035, -4.716, 0.747)  -0.015
S (2.625, -1.080, 0.725)  0.463
O (0.147, 3.378, 1.782)  0.057
O (-0.429, 5.488, 3.502)  -0.040
O (0.358, -3.912, -2.795)  -0.281
O (2.515, -4.443, -2.467)  -0.269
N (1.578, 0.693, -1.520)  0.006
N (2.926, 0.687, -1.341)  -0.011
N (4.842, -0.214, -0.486)  0.043
N (-1.055, -0.671, 1.145)  0.040
N (-0.739, 3.163, 3.837)  0.095
N (-1.127, 0.894, -2.158)  0.112
C (-2.474, 3.236, -1.504)  -0.078
C (0.975, 1.797, -1.353)  -0.118
C (-2.559, 1.218, 2.513)  -0.026
C (-1.231, 1.466, 2.194)  -0.120
C (-2.433, 1.017, -2.356)  -0.147
C (-3.119, 0.007, 2.142)  -0.050
C (-0.105, 4.384, 4.299)  -0.251
C (-3.159, 2.160, -2.047)  -0.077
C (1.410, -4.564, -3.058)  -0.721
C (-1.113, 3.119, -1.289)  -0.040
C (-2.327, -0.904, 1.458)  -0.147
C (-0.472, 1.925, -1.620)  -0.276
C (-0.550, 2.741, 2.562)  -0.429
C (-0.520, 0.489, 1.504)  -0.089
C (3.465, -0.117, -0.511)  -0.869
C (1.359, -5.559, -4.189)  -0.014
H (0.531, 0.624, 1.276)  0.066
H (-2.996, 4.150, -1.249)  0.102
H (5.307, 0.052, -1.340)  0.085
H (-0.471, 4.589, 5.302)  0.125
H (0.978, 4.230, 4.334)  0.129
H (-2.927, 0.149, -2.785)  0.105
H (0.358, -5.607, -4.609)  0.079
H (-0.139, 5.255, 2.608)  0.071
H (2.081, -5.268, -4.953)  0.081
H (1.643, -6.532, -3.790)  0.043
H (1.499, 2.681, -0.985)  0.119
H (-4.145, -0.233, 2.383)  0.102
H (-4.224, 2.201, -2.230)  0.095
H (-0.542, 3.929, -0.855)  0.102
H (-2.719, -1.868, 1.148)  0.071
H (5.198, -1.032, -0.021)  0.061
H (-3.148, 1.963, 3.036)  0.115
H (-1.256, 2.586, 4.477)  0.136